(w)
{
  "formula": "C20H20ClN5O3S",
  "method": "ωB97M-V/def2-TZVPD",
  "lumo_ev": -0.10,
  "smiles": "CCOC(=O)/C(=N\\Nc1ccc(Cl)cc1)Sc1nnc(-c2ccc(OC)cc2)n1C",
  "species": ["C", "C", "H", "H", "O", "C", "O", "C", "N", "N", "C", "C", "C", "C", "C", "C", "H", "H", "Cl", "H", "H", "H", "S", "C", "N", "N", "C", "N", "C", "H", "H", "H", "C", "C", "C", "C", "C", "C", "H", "H", "O", "C", "H", "H", "H", "H", "H", "H", "H", "H"],
  "positions_angstrom": [[4.805, 0.419, -5.635], [4.094, 1.625, -5.040], [4.780, 2.464, -4.908], [3.252, 1.924, -5.674], [3.605, 1.339, -3.730], [2.418, 0.752, -3.631], [1.692, 0.482, -4.571], [2.055, 0.477, -2.235], [0.966, -0.068, -1.822], [-0.002, -0.461, -2.624], [-1.154, -1.013, -2.101], [-2.235, -1.269, -2.945], [-3.406, -1.791, -2.434], [-3.504, -2.057, -1.075], [-2.431, -1.822, -0.228], [-1.259, -1.307, -0.741], [-0.409, -1.143, -0.099], [-2.510, -2.042, 0.825], [-4.977, -2.694, -0.434], [-4.244, -1.988, -3.083], [-2.153, -1.056, -4.000], [0.087, -0.338, -3.633], [3.254, 0.960, -1.027], [2.448, 0.315, 0.389], [2.838, -0.712, 1.088], [1.947, -0.898, 2.059], [1.006, 0.014, 1.952], [1.290, 0.839, 0.897], [0.619, 2.021, 0.447], [1.353, 2.690, -0.004], [0.146, 2.517, 1.295], [-0.137, 1.775, -0.303], [-0.147, 0.085, 2.830], [0.001, -0.346, 4.147], [-1.063, -0.331, 5.026], [-2.314, 0.110, 4.598], [-2.470, 0.520, 3.272], [-1.405, 0.510, 2.400], [-1.569, 0.796, 1.373], [-3.448, 0.838, 2.947], [-3.427, 0.172, 5.372], [-3.344, -0.251, 6.712], [-2.634, 0.356, 7.282], [-3.061, -1.306, 6.783], [-4.343, -0.119, 7.124], [-0.910, -0.668, 6.039], [0.969, -0.697, 4.468], [5.605, 0.094, -4.974], [4.103, -0.400, -5.770], [5.226, 0.685, -6.601]],
  "mulliken_charge": [-1.087, -0.290, 0.314, 0.324, -0.349, 0.731, -0.708, 0.286, -0.208, -0.260, 0.049, -0.487, -0.741, 0.235, -0.747, -0.103, 0.686, 0.520, -0.231, 0.410, 0.391, 0.205, -0.237, 0.675, -0.718, -0.404, 0.081, 0.233, -1.141, 0.379, 0.506, 0.254, 0.509, -1.067, -0.372, 0.886, -0.846, -0.237, 0.585, 0.454, -0.446, -0.871, 0.350, 0.349, 0.246, 0.408, 0.489, 0.305, 0.310, 0.381]
}

(x)
{
  "formula": "C20H20ClN5O3S",
  "method": "ωB97M-V/def2-TZVPD",
  "lumo_ev": -0.11,
  "smiles": "CC(C)Oc1nc(-c2ccc(Cl)nc2)nc2c1CN(S(=O)(=O)c1cccnc1)CC2",
  "species": ["O", "O", "Cl", "N", "N", "N", "N", "O", "C", "C", "C", "C", "C", "C", "C", "C", "C", "C", "C", "C", "C", "C", "N", "C", "C", "C", "C", "C", "C", "S", "H", "H", "H", "H", "H", "H", "H", "H", "H", "H", "H", "H", "H", "H", "H", "H", "H", "H", "H", "H"],
  "positions_angstrom": [[0.525, -0.451, -5.276], [-1.412, 0.408, -4.092], [1.148, -4.758, 7.206], [0.530, 4.144, -5.233], [1.594, -4.286, 4.645], [-0.105, -0.563, 2.183], [1.296, -2.024, 1.074], [-1.251, 1.080, 0.965], [0.731, -1.575, 2.192], [1.525, 4.544, -4.407], [1.447, -3.555, 3.541], [0.096, 2.881, -5.106], [1.098, -3.762, 5.767], [-0.395, 0.015, 1.030], [1.071, -1.445, -0.103], [2.134, 3.742, -3.453], [0.459, -2.511, 5.838], [0.443, -1.717, 4.689], [1.664, 2.425, -3.356], [0.917, -2.275, 3.487], [0.159, -0.404, -0.169], [0.632, 2.019, -4.190], [0.612, -0.240, -2.598], [-0.293, 0.177, -1.468], [-3.383, 0.038, 1.479], [-2.878, 2.476, 1.934], [1.804, -1.992, -1.296], [1.060, -1.654, -2.591], [-2.305, 1.071, 1.914], [0.038, 0.337, -4.118], [1.867, 5.550, -4.538], [1.691, -4.032, 2.623], [-0.795, 2.649, -5.707], [2.968, 4.086, -2.872], [0.020, -2.161, 6.756], [-0.027, -0.747, 4.710], [2.114, 1.699, -2.659], [-0.186, 1.255, -1.442], [-1.330, -0.058, -1.634], [-3.660, 0.143, 0.417], [-4.296, 0.103, 2.129], [-2.985, -0.989, 1.588], [-2.070, 3.169, 2.168], [-3.281, 2.717, 0.967], [-3.662, 2.506, 2.681], [2.820, -1.606, -1.301], [1.919, -3.088, -1.177], [1.695, -1.843, -3.444], [0.192, -2.304, -2.664], [-1.956, 0.807, 2.912]],
  "mulliken_charge": [-0.671, -0.648, -0.181, -0.569, -0.610, -0.366, -0.639, -0.361, -0.066, -0.272, -0.152, -0.283, 0.269, -0.051, 0.108, -0.645, -0.512, -0.340, -0.003, 0.126, 1.254, 0.199, 0.171, -1.176, -1.297, -1.462, -0.583, -0.822, 0.719, 1.125, 0.377, 0.538, 0.403, 0.401, 0.410, 0.430, 0.417, 0.537, 0.385, 0.282, 0.421, 0.321, 0.387, 0.329, 0.414, 0.275, 0.392, 0.466, 0.413, 0.138]
}

Quick ranking, most stable first: (x), (w).

(w)
{
  "formula": "C7H15N",
  "method": "ωB97M-V/def2-TZVPD",
  "lumo_ev": 1.11,
  "smiles": "C=C(CC)C[C@@H](C)N",
  "species": ["C", "C", "C", "C", "C", "C", "C", "N", "H", "H", "H", "H", "H", "H", "H", "H", "H", "H", "H", "H", "H", "H", "H"],
  "positions_angstrom": [[-2.192, 0.107, 0.366], [-0.990, 0.556, 1.217], [0.147, -0.506, 1.074], [1.035, -0.158, -0.070], [1.876, 0.838, -0.080], [0.815, -0.984, -1.304], [1.343, -0.423, -2.660], [-1.236, 0.741, 2.653], [-2.766, 1.029, 0.007], [-1.878, -0.586, -0.413], [-2.970, -0.310, 0.990], [-0.525, 1.437, 0.800], [0.667, -0.420, 2.061], [-0.199, -1.524, 1.265], [2.475, 1.144, -0.927], [2.229, 1.573, 0.638], [1.386, -1.896, -1.174], [-0.193, -1.371, -1.443], [0.879, 0.511, -2.863], [2.412, -0.680, -2.720], [0.993, -1.025, -3.491], [-1.250, 1.664, 3.060], [-2.060, 0.285, 3.018]],
  "mulliken_charge": [-1.109, 0.377, -1.319, 0.483, -0.981, -0.145, -1.614, -0.601, 0.276, 0.207, 0.360, 0.383, 0.384, 0.403, 0.304, 0.339, 0.250, 0.382, 0.438, 0.355, 0.432, 0.204, 0.192]
}

(x)
{
  "formula": "C7H15N",
  "method": "ωB97M-V/def2-TZVPD",
  "lumo_ev": 0.93,
  "species": ["C", "C", "C", "C", "C", "C", "C", "N", "H", "H", "H", "H", "H", "H", "H", "H", "H", "H", "H", "H", "H", "H", "H"],
  "positions_angstrom": [[-2.741, -0.740, 0.838], [-1.625, -0.549, -0.208], [-0.611, 0.418, 0.519], [0.835, 0.089, 0.648], [1.974, 0.831, 0.117], [3.137, 0.170, 0.884], [1.391, 0.120, -1.187], [-2.301, 0.320, -1.472], [-2.246, -1.048, 1.759], [-3.350, -1.622, 0.610], [-3.464, 0.074, 0.814], [-1.094, -1.513, -0.247], [-0.957, 0.447, 1.553], [-0.906, 1.402, 0.093], [1.884, 1.918, 0.109], [3.044, -0.910, 0.827], [4.134, 0.600, 0.779], [2.840, 0.336, 1.918], [2.253, -0.415, -1.598], [0.514, -0.485, -1.368], [1.181, 0.977, -1.846], [-1.309, -0.034, -1.384], [-2.583, -0.385, -2.159]],
  "mulliken_charge": [-1.612, 0.400, -1.305, -0.323, 0.476, -1.218, -1.201, -0.711, 0.458, 0.405, 0.354, 0.242, 0.450, 0.484, 0.426, 0.338, 0.378, 0.314, 0.389, 0.376, 0.319, 0.322, 0.238]
}

(y)
{
  "formula": "C7H15N",
  "method": "ωB97M-V/def2-TZVPD",
  "lumo_ev": [-0.04, 0.50],
  "species": ["C", "C", "C", "C", "N", "H", "H", "H", "H", "H", "H", "H", "H", "H", "C", "C", "C", "H", "H", "H", "H", "H", "H"],
  "positions_angstrom": [[1.412, 0.624, -0.615], [-0.691, 1.740, 0.251], [2.150, 0.715, 0.723], [-0.130, 0.579, -0.567], [-0.787, 0.445, -1.769], [-0.255, -0.190, -2.369], [1.661, 1.502, -1.220], [1.768, -0.238, -1.186], [-1.774, 1.785, 0.152], [-0.432, 1.661, 1.308], [-0.288, 2.677, -0.139], [1.909, -0.117, 1.389], [1.911, 1.639, 1.250], [3.230, 0.697, 0.563], [-2.173, -1.079, 0.195], [-0.670, -0.891, 0.114], [0.118, -2.063, 0.082], [-0.145, -1.044, 1.169], [-2.695, -0.140, 0.039], [-2.449, -1.488, 1.170], [-2.529, -1.761, -0.578], [1.196, -2.020, 0.118], [-0.337, -3.035, -0.080]],
  "mulliken_charge": [-0.939, -1.682, -1.247, 1.724, -0.875, 0.277, 0.420, 0.399, 0.417, 0.375, 0.386, 0.291, 0.344, 0.372, -1.218, 0.512, -1.345, 0.202, 0.311, 0.334, 0.299, 0.301, 0.343]
}

Quick ranking, most stable first: (w), (y), (x).

(w)
{
  "formula": "CH5O2P",
  "method": "ωB97M-V/def2-TZVPD",
  "lumo_ev": [-2.01, -3.51],
  "species": ["C", "O", "O", "P", "H", "H", "H", "H", "H"],
  "positions_angstrom": [[1.893, -0.601, -0.160], [-3.005, -0.015, -0.235], [-0.634, -0.808, 0.115], [-1.591, 0.382, 0.096], [1.803, -1.551, -0.474], [2.349, -0.316, 0.831], [1.658, 0.346, -0.799], [-1.606, 1.051, 1.345], [-0.866, 1.514, -0.720]],
  "mulliken_charge": [-0.425, -0.553, -0.423, 0.506, 0.298, 0.271, 0.267, 0.044, 0.015]
}

(x)
{
  "formula": "CH5O2P",
  "method": "ωB97M-V/def2-TZVPD",
  "lumo_ev": -0.10,
  "species": ["C", "O", "O", "P", "H", "H", "H", "H", "H"],
  "positions_angstrom": [[0.657, -1.351, 0.288], [-1.914, 0.907, -0.012], [1.359, 1.380, 0.479], [0.938, 0.217, -0.314], [1.141, -1.730, 1.192], [0.193, -1.950, -0.427], [-1.450, 1.767, -0.140], [-1.365, 0.382, 0.474], [0.441, 0.377, -1.539]],
  "mulliken_charge": [-0.660, -0.634, -0.557, 0.439, 0.277, 0.307, 0.343, 0.328, 0.157]
}

Quick ranking, most stable first: (x), (w).

(w)
{
  "formula": "C2H3I3O",
  "method": "ωB97M-V/def2-TZVPD",
  "lumo_ev": -0.65,
  "smiles": "OC=C(I)I.I",
  "species": ["C", "C", "O", "I", "I", "I", "H", "H", "H"],
  "positions_angstrom": [[0.765, 0.096, 0.504], [0.426, 0.258, -0.803], [1.512, -1.010, 0.788], [-0.424, 2.174, -1.357], [-2.620, -0.657, 0.947], [0.270, -1.450, -2.204], [0.730, 0.859, 1.290], [-2.877, 0.819, 0.746], [2.218, -1.089, 0.088]],
  "mulliken_charge": [0.131, -0.515, -0.478, 0.052, -0.064, 0.100, 0.374, 0.078, 0.323]
}

(x)
{
  "formula": "C2H3I3O",
  "method": "ωB97M-V/def2-TZVPD",
  "lumo_ev": [-1.24, -2.28],
  "species": ["C", "C", "O", "I", "I", "I", "H", "H", "H"],
  "positions_angstrom": [[0.471, 0.117, -0.261], [-0.028, -0.524, 0.976], [-1.169, -1.181, 1.028], [-0.033, -1.001, -2.040], [1.887, -3.181, 1.425], [0.501, 0.389, 2.777], [-0.008, 1.095, -0.383], [1.551, 0.259, -0.237], [-1.393, -1.603, 0.175]],
  "mulliken_charge": [-0.898, 0.104, -0.289, 0.133, -0.351, 0.206, 0.447, 0.405, 0.243]
}

Quick ranking, most stable first: (x), (w).